1.
Molecular formula: C4H9NO
Method: DFT, ωB97M-V/def2-TZVPD

Positions of all 15 atoms, in Å:
1 C -0.967 1.207 2.062
2 C -1.328 -0.922 3.103
3 N -1.738 0.016 2.370
4 H -0.363 1.142 1.130
5 H -1.670 2.045 1.977
6 H -0.286 1.256 2.918
7 H -2.005 -1.391 3.831
8 H -0.344 -0.948 3.591
9 C 2.110 -0.076 -2.551
10 C 0.891 -0.095 -3.071
11 O 0.693 -1.017 -4.112
12 H 2.284 0.423 -1.613
13 H 2.956 -0.581 -2.962
14 H 0.007 0.191 -2.508
15 H -0.238 -1.251 -4.166

Cartesian forces, eV/Å:
0.898 -1.093 -0.125
0.226 1.622 2.163
-1.373 -0.431 -0.286
-0.484 -0.075 0.446
0.403 -0.176 0.174
0.240 0.976 -0.281
-0.568 -0.966 -1.426
0.663 0.143 -0.674
-0.278 0.920 0.601
0.381 -2.766 0.177
-0.294 1.042 0.175
-0.029 0.414 0.023
0.164 -0.306 -0.484
0.058 0.521 -0.412
-0.007 0.175 -0.073

Output
- Total energy: -7828.4741 eV
- ΔE to the lowest compared entry with this formula, charge and spin: 3.8459 eV
- SMILES: C=CO.C=NC
- 2S+1: 1

Here are the Mulliken charges for atoms 1 to 6, given in e: -0.49, -0.24, -0.37, 0.14, 0.21, 0.29

2.
Molecular formula: C38H74BF2N4O11Si
Method: DFT, ωB97M-V/def2-TZVPD

Positions of all 131 atoms, in Å:
1 C 0.704 4.283 4.386
2 O 1.217 5.197 3.448
3 C 2.132 4.600 2.560
4 C 2.492 5.569 1.444
5 C 3.034 4.834 0.203
6 C 4.480 4.394 0.436
7 C 5.066 3.386 -0.574
8 C 4.078 2.376 -1.143
9 C 4.780 1.229 -1.886
10 C 5.498 0.314 -0.869
11 C 5.519 -1.185 -1.208
12 N 4.819 -2.033 -0.209
13 C 5.414 -1.919 1.153
14 C 4.430 -1.296 2.117
15 C 5.027 -1.040 3.515
16 B 4.762 0.463 3.957
17 O 4.187 0.769 5.171
18 O 5.159 1.478 3.095
19 C 3.234 -2.224 2.192
20 O 2.209 -1.590 2.899
21 N 1.777 -2.448 4.061
22 O 1.627 -1.791 4.980
23 N 2.819 -2.583 0.810
24 C 1.386 -2.902 0.597
25 F 1.368 -3.647 -0.548
26 F 1.057 -3.759 1.591
27 C 0.389 -1.745 0.489
28 C -0.650 -1.622 1.604
29 Si -1.477 0.084 1.555
30 C -2.303 0.399 3.206
31 C -0.227 1.445 1.223
32 C -2.760 0.077 0.194
33 C -2.368 0.281 -1.135
34 C -3.292 0.245 -2.173
35 C -4.632 0.006 -1.893
36 C -5.041 -0.171 -0.577
37 C -4.117 -0.135 0.462
38 C 3.487 -2.020 -0.234
39 N 2.817 -1.531 -1.327
40 H -0.105 4.773 4.920
41 H 1.473 3.977 5.108
42 H 0.325 3.379 3.894
43 H 1.695 3.685 2.130
44 H 3.033 4.301 3.116
45 H 3.295 6.214 1.812
46 H 1.641 6.201 1.198
47 H 2.992 5.544 -0.626
48 H 2.371 3.988 0.012
49 H 4.602 4.013 1.453
50 H 5.093 5.296 0.379
51 H 5.874 2.858 -0.059
52 H 5.552 3.936 -1.384
53 H 3.513 1.946 -0.299
54 H 3.338 2.852 -1.788
55 H 4.080 0.682 -2.515
56 H 5.545 1.693 -2.511
57 H 6.529 0.656 -0.785
58 H 5.049 0.484 0.110
59 H 5.176 -1.401 -2.215
60 H 6.555 -1.526 -1.187
61 H 6.338 -1.357 1.062
62 H 5.697 -2.912 1.515
63 H 4.039 -0.351 1.726
64 H 4.667 -1.745 4.261
65 H 6.114 -1.124 3.410
66 H 3.226 0.794 5.169
67 H 4.424 1.929 2.667
68 H 3.536 -3.125 2.735
69 H -0.158 -1.909 -0.442
70 H 0.943 -0.816 0.364
71 H -1.432 -2.366 1.446
72 H -0.238 -1.777 2.598
73 H -2.799 1.370 3.183
74 H -3.032 -0.385 3.416
75 H -1.553 0.422 3.999
76 H -0.766 2.397 1.248
77 H 0.535 1.499 2.003
78 H 0.236 1.394 0.236
79 H -1.328 0.468 -1.381
80 H -2.944 0.395 -3.187
81 H -5.348 -0.040 -2.702
82 H -6.086 -0.337 -0.351
83 H -4.457 -0.274 1.481
84 H 2.316 -0.664 -1.275
85 H 2.754 -2.075 -2.169
86 C -3.714 -4.663 3.976
87 O -5.062 -4.522 4.350
88 C -5.455 -3.168 4.491
89 C -6.893 -2.952 4.080
90 O -7.111 -2.986 2.680
91 C -7.087 -4.247 2.028
92 C -8.275 -5.131 2.324
93 O -8.164 -5.718 3.608
94 C -9.414 -6.003 4.196
95 H -3.044 -4.329 4.778
96 H -3.527 -5.716 3.775
97 H -3.509 -4.086 3.065
98 H -4.813 -2.518 3.884
99 H -5.344 -2.880 5.546
100 H -7.160 -1.936 4.379
101 H -7.558 -3.636 4.611
102 H -6.153 -4.779 2.221
103 H -7.118 -4.007 0.963
104 H -8.311 -5.930 1.571
105 H -9.195 -4.538 2.249
106 H -10.048 -5.110 4.231
107 H -9.226 -6.337 5.214
108 H -9.940 -6.797 3.654
109 C -1.468 4.399 -8.480
110 O -0.492 3.620 -7.823
111 C -0.552 3.714 -6.414
112 C -0.141 2.414 -5.761
113 O -1.102 1.375 -5.849
114 C -1.288 0.742 -7.108
115 C -0.143 -0.141 -7.548
116 O 0.945 0.628 -8.026
117 C 2.189 -0.006 -7.860
118 H -1.281 5.470 -8.348
119 H -1.416 4.161 -9.540
120 H -2.474 4.162 -8.116
121 H -1.564 3.978 -6.086
122 H 0.138 4.503 -6.082
123 H -0.044 2.613 -4.689
124 H 0.837 2.088 -6.124
125 H -1.538 1.467 -7.883
126 H -2.157 0.097 -6.966
127 H -0.499 -0.791 -8.359
128 H 0.173 -0.772 -6.708
129 H 2.350 -0.295 -6.813
130 H 2.961 0.706 -8.146
131 H 2.277 -0.896 -8.495

Cartesian forces, eV/Å:
0.193 -0.029 0.106
-0.147 0.007 -0.170
-0.007 0.012 0.028
0.620 -0.173 0.050
-0.115 0.445 0.650
0.039 -0.017 -0.427
0.059 0.283 0.205
-0.102 -0.341 0.124
0.252 0.471 0.550
-0.057 0.122 -0.435
0.824 -0.165 -0.041
-0.704 1.784 0.166
0.195 -0.924 -0.048
-0.199 -0.006 0.264
0.256 0.403 -0.376
-0.125 0.266 0.282
-0.173 -0.064 -0.424
-0.202 -0.723 -0.418
0.395 -0.629 0.533
0.135 0.469 -0.255
0.418 -0.256 0.237
-0.390 0.086 -0.077
-0.549 1.498 -0.165
-0.146 -0.538 -0.184
-0.068 0.020 0.206
0.214 0.205 -0.065
-0.132 -0.106 0.024
0.010 0.222 -0.185
-0.454 0.034 0.149
0.323 0.005 -0.335
-0.171 0.101 0.011
0.171 0.137 0.007
-0.244 -0.105 0.003
0.117 -0.080 0.092
0.165 0.040 0.055
-0.052 -0.020 0.038
0.194 0.010 -0.301
0.254 -0.913 0.171
0.279 -0.474 -0.368
-0.016 0.006 0.008
0.012 0.018 0.012
-0.096 0.016 -0.043
-0.113 -0.012 -0.002
0.011 -0.062 -0.005
-0.200 0.260 -0.018
-0.133 -0.122 0.038
-0.043 -0.287 -0.249
0.011 0.007 -0.274
-0.091 -0.095 0.010
0.071 -0.029 0.240
0.016 -0.059 -0.081
-0.129 -0.089 -0.144
-0.113 -0.013 -0.080
0.082 0.131 -0.035
0.033 -0.067 -0.024
-0.162 -0.207 -0.352
-0.002 -0.032 0.130
0.028 -0.138 0.069
-0.277 0.011 0.115
-0.066 -0.185 0.054
-0.100 0.174 -0.043
-0.030 -0.025 -0.031
0.172 -0.031 -0.299
0.152 -0.132 -0.009
0.021 -0.204 0.287
-0.004 -0.015 0.314
0.134 0.513 0.285
-0.201 -0.170 -0.162
0.125 0.034 -0.078
0.092 0.001 0.159
0.006 -0.062 0.141
0.098 -0.039 -0.013
-0.118 -0.053 0.071
-0.050 0.053 0.162
-0.083 -0.063 0.090
-0.014 -0.005 0.018
0.140 -0.098 -0.074
0.128 -0.050 0.053
0.027 0.030 0.038
-0.116 0.019 -0.051
-0.059 0.030 0.026
-0.025 -0.025 -0.018
-0.043 -0.015 -0.008
-0.257 -0.121 0.173
0.073 0.119 -0.102
-0.058 0.043 0.096
-0.063 0.034 -0.258
0.035 -0.119 0.195
-0.093 0.061 0.066
0.035 0.072 -0.041
0.039 -0.010 -0.113
0.054 -0.205 0.057
-0.018 0.250 0.105
0.064 -0.106 -0.016
0.065 0.018 -0.061
-0.033 -0.015 0.043
0.103 -0.015 0.015
-0.001 -0.011 -0.026
0.024 0.131 -0.039
-0.009 0.000 -0.002
0.095 -0.120 -0.040
-0.056 -0.057 0.117
0.000 0.019 0.003
-0.089 0.076 -0.081
0.005 0.019 -0.005
-0.026 -0.015 -0.030
0.017 -0.036 -0.011
-0.050 0.034 -0.004
0.102 0.044 -0.019
-0.170 -0.192 0.011
0.129 0.098 -0.127
0.080 0.012 0.125
0.011 -0.059 0.082
-0.149 -0.012 -0.028
0.056 0.037 -0.210
0.034 0.107 0.281
-0.035 0.021 -0.142
-0.051 0.010 0.014
0.038 0.016 -0.004
-0.003 0.032 0.014
-0.015 -0.024 0.004
-0.083 0.029 0.110
-0.020 -0.003 0.003
-0.047 0.033 -0.158
0.147 0.020 -0.033
0.000 0.003 0.018
-0.030 -0.109 0.094
-0.013 0.003 0.016
-0.002 -0.044 -0.009
-0.007 -0.003 -0.041
0.021 -0.038 0.054

Output
- Net charge: +1
- Total energy: -83069.0033 eV
- 2S+1: 1

Here are the Mulliken charges for atoms 1 to 6, given in e: -0.39, -0.43, 0.60, -1.03, -0.16, -0.70

3.
Molecular formula: C15H18N3O8S3Tl
Method: DFT, ωB97M-V/def2-TZVPD

Positions of all 48 atoms, in Å:
1 Tl 2.110 1.435 0.664
2 O 3.687 -2.062 3.520
3 C 2.960 -3.159 3.734
4 C 3.505 -4.185 4.513
5 C 2.769 -5.317 4.806
6 C 1.475 -5.455 4.316
7 C 0.941 -4.457 3.515
8 C 1.661 -3.307 3.209
9 C 1.115 -2.224 2.316
10 O 1.770 -1.149 2.231
11 N -0.043 -2.562 1.758
12 N -0.572 -1.703 0.869
13 C -1.762 -1.845 0.530
14 S -2.908 -3.110 1.279
15 C -4.247 -2.755 0.105
16 C -4.206 -1.275 -0.210
17 S -2.510 -0.907 -0.758
18 H 3.104 -1.463 2.957
19 H 4.519 -4.070 4.878
20 H 3.206 -6.095 5.423
21 H 0.893 -6.340 4.549
22 H -0.058 -4.544 3.111
23 H -5.192 -3.053 0.564
24 H -4.084 -3.340 -0.801
25 H -4.413 -0.684 0.683
26 H -4.892 -0.995 -1.012
27 O 5.967 2.911 0.171
28 S 4.590 2.443 0.326
29 O 3.621 3.264 -0.470
30 O 4.140 2.496 1.759
31 O 4.437 1.018 -0.138
32 O -0.329 4.086 -1.085
33 C -0.549 2.978 -1.788
34 O 0.067 1.963 -1.667
35 C -1.734 3.085 -2.777
36 N -2.131 4.493 -2.971
37 C -1.603 4.950 -4.275
38 C -0.710 3.811 -4.788
39 C -1.325 2.564 -4.152
40 H -2.541 2.500 -2.332
41 H -0.934 4.761 -1.440
42 H -3.133 4.595 -2.931
43 H -1.037 5.874 -4.142
44 H -2.416 5.149 -4.980
45 H 0.310 3.939 -4.422
46 H -0.686 3.777 -5.876
47 H -0.628 1.734 -4.058
48 H -2.203 2.231 -4.711

Cartesian forces, eV/Å:
-0.828 -0.335 0.216
0.285 -0.228 0.145
-0.094 0.026 0.069
0.131 -0.053 0.073
-0.002 0.067 -0.042
-0.064 -0.098 0.009
0.060 -0.006 0.069
0.113 0.038 -0.079
-0.215 0.165 0.074
-0.313 -0.246 -0.259
-0.249 -0.734 0.410
0.708 0.915 -0.251
-0.760 -0.846 0.437
0.547 0.468 -0.309
0.117 -0.131 0.151
0.335 0.145 -0.089
-0.301 0.179 -0.146
-0.111 0.084 -0.062
-0.024 0.064 0.014
0.006 -0.006 -0.009
-0.010 0.012 -0.010
-0.006 0.012 -0.047
0.006 0.019 0.008
-0.114 0.025 -0.047
-0.130 -0.024 -0.015
0.021 -0.008 -0.004
-0.145 -0.048 0.020
1.206 0.690 -0.254
0.056 -0.103 0.086
0.011 -0.099 -0.174
-0.139 0.073 0.135
0.260 0.045 0.229
-0.449 -0.076 -0.280
0.057 0.015 -0.082
0.189 -0.027 0.070
-0.068 -0.067 -0.014
0.124 0.056 -0.012
-0.086 -0.008 0.097
0.037 0.017 -0.001
-0.010 0.050 0.013
-0.133 -0.008 -0.077
-0.010 -0.014 0.022
-0.034 0.007 -0.081
-0.021 -0.004 0.046
0.017 0.003 -0.031
0.061 -0.012 0.000
-0.020 -0.013 -0.030
-0.009 0.015 0.013

Output
- Net charge: -2
- Total energy: -73898.7007 eV
- 2S+1: 1

Here are the Mulliken charges for atoms 1 to 6, given in e: 0.60, -0.66, -0.02, -0.69, -0.26, -0.75

4.
Molecular formula: C21H56B2N2NaO3Sn
Method: DFT, ωB97M-V/def2-TZVPD

Positions of all 86 atoms, in Å:
1 Na -2.397 0.519 -1.294
2 Sn 1.464 7.018 -0.254
3 B -2.738 4.633 -2.715
4 H -1.866 4.124 -3.095
5 H -2.718 4.645 -1.636
6 H -2.640 5.675 -2.979
7 H -3.618 4.134 -3.091
8 B 1.550 1.436 0.672
9 H 0.681 2.022 0.929
10 H 1.883 1.816 -0.281
11 H 2.355 1.617 1.368
12 H 1.295 0.393 0.564
13 C -1.676 -1.836 -6.120
14 C -1.992 -3.185 -5.389
15 N -1.260 -3.446 -4.108
16 C 0.161 -3.411 -4.351
17 C 0.710 -4.621 -5.149
18 C -1.810 -4.605 -3.353
19 C -1.261 -4.786 -1.968
20 H -2.458 -1.558 -6.827
21 H -0.760 -1.909 -6.706
22 H -1.542 -1.022 -5.408
23 H -3.040 -3.056 -5.121
24 H -2.009 -4.099 -5.983
25 H 0.344 -2.501 -4.922
26 H 0.745 -3.280 -3.440
27 H 0.139 -4.787 -6.063
28 H 1.762 -4.504 -5.410
29 H 0.638 -5.540 -4.567
30 H -1.692 -5.533 -3.913
31 H -2.887 -4.486 -3.234
32 H -0.207 -5.052 -1.894
33 H -1.797 -5.575 -1.440
34 H -1.392 -3.857 -1.412
35 C -7.749 0.324 -0.972
36 C -7.400 0.708 0.485
37 N -6.533 -0.316 1.091
38 C -6.232 0.255 2.381
39 C -5.139 -0.525 3.127
40 C -7.099 -1.685 1.156
41 C -8.428 -1.770 1.881
42 H -6.892 0.023 -1.576
43 H -8.238 1.159 -1.474
44 H -8.391 -0.552 -1.062
45 H -6.990 1.712 0.373
46 H -8.270 0.986 1.080
47 H -7.095 0.380 3.034
48 H -5.844 1.269 2.281
49 H -4.708 0.040 3.954
50 H -4.239 -0.735 2.548
51 H -5.656 -1.406 3.507
52 H -7.325 -2.056 0.156
53 H -6.371 -2.454 1.416
54 H -8.522 -1.403 2.903
55 H -9.260 -1.284 1.371
56 H -8.605 -2.844 1.924
57 C 6.739 1.973 -3.504
58 C 7.006 3.309 -2.860
59 O 6.240 4.235 -3.052
60 C 8.222 3.434 -1.946
61 H 7.274 1.882 -4.450
62 H 5.668 1.897 -3.694
63 H 7.053 1.217 -2.784
64 H 9.098 3.154 -2.531
65 H 8.075 2.772 -1.093
66 H 8.411 4.423 -1.529
67 C 6.109 6.940 6.753
68 C 5.495 5.674 6.092
69 O 5.056 5.719 4.964
70 C 5.473 4.354 6.845
71 H 5.388 7.304 7.485
72 H 6.127 7.749 6.023
73 H 7.064 6.717 7.229
74 H 4.960 4.372 7.807
75 H 6.487 3.963 6.928
76 H 4.936 3.610 6.258
77 C 6.277 -2.571 3.342
78 C 5.515 -3.287 4.502
79 O 6.113 -3.747 5.432
80 C 4.008 -3.269 4.402
81 H 6.029 -1.511 3.290
82 H 5.986 -3.073 2.419
83 H 7.356 -2.592 3.495
84 H 3.557 -2.471 4.991
85 H 3.623 -4.199 4.820
86 H 3.671 -3.186 3.369

Cartesian forces, eV/Å:
0.156 0.192 0.028
-0.219 -0.564 -0.107
-0.032 -0.623 -0.349
3.552 -1.891 -2.262
-0.641 0.431 4.827
0.848 4.328 -0.879
-3.353 -2.329 -1.027
-0.187 -1.075 0.961
-4.034 2.607 0.464
1.484 2.374 -4.116
3.514 0.390 2.396
-1.067 -4.028 0.075
0.730 -1.231 0.055
-0.996 0.606 1.154
-1.030 0.694 -0.069
0.809 -0.608 -0.540
-0.148 0.116 0.362
0.240 0.294 -0.937
0.415 0.251 0.604
-0.156 -0.209 0.177
0.083 0.083 -0.006
-0.103 -0.087 0.138
-0.187 -0.230 0.336
0.403 0.188 -0.711
0.108 -0.014 0.000
-0.189 -0.177 0.268
0.067 0.097 -0.074
-0.027 0.159 -0.022
-0.026 -0.033 0.093
0.109 -0.272 -0.250
-0.088 0.342 -0.302
0.084 0.055 -0.316
-0.136 0.023 -0.075
0.001 0.044 0.177
-0.599 -0.199 0.239
-0.434 -0.774 -2.310
0.162 1.202 -0.093
2.025 -0.107 1.066
-0.581 0.206 0.370
-0.643 1.043 -0.729
-0.320 -0.904 0.546
0.444 0.367 0.270
-0.056 -0.057 -0.025
-0.366 0.123 0.247
1.253 -0.264 0.405
-0.629 -0.720 0.148
-0.364 -0.249 0.125
-0.123 0.134 -0.585
-0.535 0.093 0.324
-0.389 -0.434 -0.519
0.779 -0.384 0.146
0.028 0.565 -0.431
0.239 0.515 0.933
0.643 0.011 0.115
0.183 -0.112 -0.425
-0.601 -0.033 0.118
-0.033 0.135 0.584
-0.368 1.002 0.080
0.323 -0.128 0.213
-0.240 0.037 -0.274
0.146 -0.094 0.108
0.117 -0.042 -0.040
0.042 -0.354 -0.372
0.128 -0.330 0.234
0.243 -0.322 -0.131
-0.419 0.129 -0.359
-1.055 -0.754 -0.492
0.276 0.397 0.096
-0.012 0.231 0.104
-0.254 -0.294 -0.369
0.101 -0.256 0.463
0.513 -0.269 -0.158
-0.077 0.199 -0.044
0.405 0.365 0.194
0.109 0.195 0.407
-0.040 0.214 -0.245
-0.260 -0.477 0.763
0.625 1.580 -0.938
0.016 -0.448 0.422
-0.244 -0.668 -0.056
-0.487 -0.043 -0.071
0.151 0.215 -0.184
-0.099 -0.432 0.040
0.267 0.199 -0.041
0.013 -0.041 0.011
0.013 0.125 0.048

Output
- Net charge: +1
- Total energy: -43386.0084 eV
- ΔE to the lowest compared entry with this formula, charge and spin: 9.3835 eV
- 2S+1: 1

Here are the Mulliken charges for atoms 1 to 6, given in e: 0.91, 1.23, 0.00, -0.15, -0.14, -0.11

Computed values of gap between HOMO and LUMO (unit: eV) for the preceding records, in sequence: 9.90 7.02 5.60 1.68.
Computed values of max |F| (unit: eV/A) for the preceding records, in sequence: 2.80 1.93 1.41 4.98.